(1)
59
Properties=species:S:1:pos:R:3:lowdin_charge:R:1 method="wB97M-V/def2-TZVPD" homo_ev="-8.8 / -8.9" total_energy_ev=-69469.7369 multiplicity=2 total_charge=+1
C -1.76466 2.91548 -3.74771 -0.05
C -1.56248 1.62692 -3.24317 -0.25
C -0.22027 1.12144 -3.33526 -0.25
C 0.80025 2.07909 -3.06892 -0.20
C 0.57816 3.42549 -3.40672 -0.04
C -0.68031 3.78942 -3.90181 -0.09
C 1.92273 1.58813 -2.24847 -0.07
C 2.37748 0.34853 -2.89674 -0.21
C 1.33942 -0.59127 -3.17817 -0.24
C 1.68404 -1.96157 -2.90513 -0.24
C 2.99431 -2.35042 -3.20858 -0.04
C 4.00132 -1.37472 -3.32648 -0.09
C 3.71383 -0.04288 -3.03114 -0.04
H -2.78440 3.25775 -3.96075 0.12
H 1.39355 4.14044 -3.27317 0.11
H -0.83347 4.78328 -4.32061 0.10
H 2.72103 2.32898 -2.12400 0.13
H 3.24360 -3.40664 -3.28322 0.11
H 5.01687 -1.67206 -3.56838 0.10
H 4.49528 0.71214 -2.88129 0.12
N 0.06647 -0.20307 -3.47128 0.16
Ti 0.43959 0.29697 0.05663 0.46
C -2.57376 0.87804 -2.42377 -0.25
H -2.75215 -0.14085 -2.80000 0.09
H -3.52023 1.43296 -2.40000 0.09
C 0.71374 -2.79791 -2.12147 -0.23
H -0.27513 -2.84973 -2.60635 0.09
H 1.09542 -3.81696 -1.97609 0.10
P -1.98336 0.69585 -0.62162 0.84
P 0.43833 -2.08300 -0.38934 0.77
C 1.51112 -3.13692 0.63814 -0.25
H 1.28472 -2.94870 1.69391 0.04
H 1.33710 -4.19490 0.41019 0.06
H 2.55291 -2.86156 0.44225 0.05
C -1.18773 -2.84971 -0.01689 -0.27
H -1.06479 -3.92352 0.18749 0.05
H -1.63926 -2.39113 0.86969 0.03
H -1.87920 -2.74036 -0.86136 0.04
C -2.26128 2.38370 0.04683 -0.25
H -3.31109 2.68410 -0.09614 0.06
H -2.04416 2.37130 1.12504 0.03
H -1.60093 3.11050 -0.44051 0.05
C -3.43720 -0.14101 0.10237 -0.27
H -3.29034 -0.23956 1.18554 0.04
H -4.34400 0.45429 -0.07736 0.06
H -3.56944 -1.13628 -0.33778 0.04
H 1.42705 1.28012 -0.95708 0.03
H 1.78631 -0.63993 -0.25994 -0.02
C 1.01221 -0.46619 5.05454 0.02
N -0.03010 0.32562 4.36449 -0.16
C -1.13830 0.87217 5.17030 0.01
C -0.00702 0.50259 3.10402 -0.18
N 0.21507 0.50091 1.93869 0.06
H 0.82983 -0.35640 6.12429 0.09
H 2.01502 -0.08868 4.80698 0.11
H 0.96063 -1.52799 4.76855 0.10
H -1.22894 1.95331 4.99917 0.11
H -2.08829 0.39805 4.88756 0.10
H -0.89940 0.66908 6.21494 0.09

***

(2)
58
Properties=species:S:1:pos:R:3:lowdin_charge:R:1 method="wB97M-V/def2-TZVPD" homo_ev=-17.5 total_energy_ev=-78644.9438 relative_energy_kj_mol=0.0 total_charge=+3
In -1.13867 -0.44228 -0.88218 0.68
O -0.11680 -2.39889 -0.36964 -0.19
N 0.18877 -3.12980 -1.59559 0.03
C 1.25163 -2.74742 -2.18264 -0.09
C 2.36869 -1.79006 -1.99799 -0.17
C 3.52522 -2.24969 -2.63002 0.01
C 4.71689 -1.53518 -2.61124 0.00
C 4.75663 -0.30022 -1.99804 0.00
C 3.60806 0.20450 -1.39644 -0.04
C 2.42008 -0.52032 -1.37010 -0.28
P 1.16908 0.31427 -0.37478 1.04
C 1.26414 2.08765 -0.54368 -0.39
C 1.89631 2.86665 0.42708 -0.06
C 2.02490 4.23207 0.21970 -0.02
C 1.53406 4.81099 -0.94280 -0.01
C 0.90853 4.03286 -1.91306 -0.03
C 0.77127 2.67138 -1.71533 -0.10
C 1.34019 -0.17941 1.33547 -0.38
C 2.24675 -1.17607 1.69897 -0.05
C 2.39573 -1.50616 3.03684 -0.02
C 1.64432 -0.84921 4.00265 -0.02
C 0.73628 0.14057 3.63951 -0.04
C 0.57622 0.47733 2.30709 -0.10
H -0.57630 -3.07581 0.15288 0.14
H 1.37440 -3.36932 -3.06829 0.15
H 3.49549 -3.20009 -3.14794 0.13
H 5.59452 -1.93857 -3.09758 0.14
H 5.66522 0.28645 -1.99573 0.14
H 3.65180 1.18834 -0.94612 0.12
H 2.29308 2.41728 1.32832 0.12
H 2.51472 4.84304 0.96557 0.13
H 1.64066 5.87626 -1.09840 0.13
H 0.53689 4.49143 -2.81915 0.13
H 0.30477 2.06368 -2.48671 0.10
H 2.84521 -1.67910 0.95022 0.12
H 3.10829 -2.26624 3.32667 0.13
H 1.77417 -1.10077 5.04692 0.13
H 0.17466 0.66234 4.40313 0.12
H -0.10776 1.27281 2.02769 0.11
Cl -1.98665 -1.78762 -2.96802 0.73
C -3.09178 -0.51747 -3.58496 -0.79
Cl -2.98973 0.89327 -2.50529 0.67
H -4.10467 -0.90358 -3.57205 0.07
H -2.75289 -0.22795 -4.57339 0.07
C -4.71258 1.03158 1.14983 -0.14
P -3.84052 -0.50271 1.39819 0.65
C -3.39457 -0.65100 3.11570 -0.13
C -4.90771 -1.85774 0.95270 -0.13
O -2.53760 -0.54596 0.54648 -0.46
H -5.58299 1.04896 1.80947 0.09
H -5.06225 1.11676 0.12087 0.06
H -4.07485 1.88018 1.39934 0.08
H -4.29668 -0.61287 3.72941 0.09
H -2.74086 0.17090 3.40649 0.07
H -2.88762 -1.60116 3.28461 0.08
H -5.79207 -1.84561 1.59312 0.09
H -4.38904 -2.80594 1.09615 0.08
H -5.23305 -1.76733 -0.08393 0.07

***

(3)
47
Properties=species:S:1:pos:R:3:lowdin_charge:R:1 method="wB97M-V/def2-TZVPD" homo_ev="-2.7 / -4.8" total_energy_ev=-142023.3021 multiplicity=6 relative_energy_kj_mol=29.4 total_charge=-1
Fe -2.87134 -0.05053 0.54219 0.77
C -1.93837 -0.04652 -2.34205 -0.21
Si -0.73473 -1.16647 -1.42868 0.54
C -1.60262 -2.54138 -0.48003 -0.21
C 0.57764 -1.85979 -2.59792 -0.30
C 0.59901 -2.69449 -3.72092 -0.09
C 1.80536 -2.98379 -4.33814 -0.11
C 2.99719 -2.44748 -3.84628 -0.11
C 2.99009 -1.61928 -2.73586 -0.09
C 1.78064 -1.31559 -2.09825 -0.29
Si 1.23051 -0.27357 -0.60269 0.56
C 1.96480 -0.97913 0.96156 -0.20
C 1.61326 1.52642 -0.91526 -0.20
H -2.83304 -0.58272 -2.66010 0.02
H -1.42279 0.36000 -3.21538 0.03
H -2.27605 0.81661 -1.75658 0.01
H -2.53005 -2.84680 -0.96591 0.02
H -1.85498 -2.28596 0.55680 0.01
H -0.92101 -3.39305 -0.42109 0.03
H -0.31878 -3.11858 -4.11530 0.10
H 1.82703 -3.62969 -5.20810 0.09
H 3.93285 -2.68343 -4.34021 0.09
H 3.92694 -1.21188 -2.36871 0.10
H 2.95417 -0.55738 1.16138 0.03
H 2.06673 -2.06147 0.85190 0.03
H 1.32680 -0.77613 1.82261 0.02
H 2.62529 1.78029 -0.58672 0.03
H 0.91040 2.17490 -0.39075 0.02
H 1.53765 1.72678 -1.98670 0.03
O -3.55527 0.88297 2.01895 -0.35
N -2.72790 1.60259 2.79111 -0.05
N -1.46242 1.48062 2.30186 -0.23
O -1.20689 0.71600 1.18291 -0.30
C -0.44454 2.13169 2.94015 -0.21
C -0.71643 2.93240 4.07354 -0.04
C 0.31701 3.58759 4.71750 -0.12
C 1.63616 3.48621 4.28333 -0.14
C 1.89877 2.70009 3.16939 -0.11
C 0.88484 2.03154 2.50261 -0.05
H -1.73509 3.01808 4.41772 0.09
H 0.08534 4.19666 5.58429 0.09
H 2.43342 4.00546 4.79922 0.08
H 2.91675 2.60145 2.80738 0.09
H 1.10578 1.42707 1.64228 0.04
Se -7.07039 -1.84428 -0.93130 0.45
C -5.41425 -1.27993 -0.61891 -0.93
N -4.30750 -0.93610 -0.45684 -0.04

***

(4)
61
Properties=species:S:1:pos:R:3:lowdin_charge:R:1 method="wB97M-V/def2-TZVPD" homo_ev=-14.1 total_energy_ev=-71139.7061 relative_energy_kj_mol=177.0 total_charge=+2
Li -2.94306 -1.56648 -0.68236 0.88
C 4.47418 0.67483 -3.42985 -0.13
O 3.32728 -0.01613 -3.55498 -0.19
C 2.60510 -0.17826 -2.32070 -0.18
C 1.51380 -1.17544 -2.39206 -0.09
N 0.34475 -0.74774 -3.26997 0.10
H -0.42417 -1.40254 -3.28073 0.16
H 0.01269 0.11406 -2.86113 0.12
C 0.67733 -0.47386 -4.79897 -0.03
C -0.58535 -0.11316 -5.61621 -0.22
O -1.01036 1.06686 -5.01515 -0.19
C -2.27808 1.48259 -5.48892 -0.07
H 4.37372 1.62460 -2.90453 0.10
H 4.76748 0.90871 -4.45327 0.11
H 5.14523 0.03133 -2.86091 0.10
H 2.33695 0.79344 -1.90600 0.14
H 3.26576 -0.60918 -1.56842 0.14
H 1.06663 -1.33723 -1.41126 0.12
H 1.72388 -2.15751 -2.81575 0.14
H 1.22517 -1.32586 -5.20153 0.14
H 1.34243 0.38467 -4.89214 0.13
H -1.35884 -0.87101 -5.49185 0.12
H -0.30751 -0.07726 -6.66959 0.14
H -2.41244 1.35761 -6.56336 0.10
H -2.39876 2.51683 -5.16663 0.08
H -3.04529 0.84421 -5.05080 0.09
C -1.80838 -2.80319 6.98348 -0.03
O -1.29234 -2.10918 5.79667 -0.21
C -2.22268 -1.53240 4.88389 -0.19
C -1.36508 -0.62028 4.01378 -0.04
N -0.53298 -1.40831 2.95364 0.08
H -1.16687 -2.14407 2.67628 0.15
H -0.37803 -1.00920 2.03888 0.11
C 0.85527 -1.97875 3.34819 -0.04
C 1.86693 -0.85908 3.39192 -0.24
O 1.66700 0.21182 4.27424 -0.19
C 2.79144 1.09304 4.29838 -0.05
H -2.40058 -3.63163 6.59479 0.08
H -2.45767 -2.18033 7.59876 0.09
H -1.04770 -3.28842 7.59507 0.10
H -3.01675 -0.96555 5.36994 0.14
H -2.74469 -2.27865 4.28496 0.12
H -0.71221 0.10442 4.50027 0.14
H -2.04240 -0.06244 3.36715 0.13
H 1.18014 -2.74250 2.64163 0.14
H 0.62617 -2.43471 4.31137 0.13
H 1.94271 -0.38489 2.41341 0.12
H 2.84803 -1.31576 3.52219 0.14
H 2.66994 1.62970 3.35745 0.09
H 3.75377 0.58117 4.30095 0.10
H 2.66875 1.80318 5.11615 0.10
Cl -1.20158 1.31221 -0.31666 0.60
O -0.21238 0.48441 0.28863 -0.38
O -2.11201 0.41491 -0.91803 -0.45
O -1.85879 2.15344 0.63308 -0.28
O -0.52820 2.08405 -1.32324 -0.30
C -2.90104 4.34413 -1.60811 -1.06
Cl -2.92319 5.07409 -3.26719 0.49
Cl -4.25643 4.87492 -0.69558 0.57
H -3.17482 3.28982 -1.64758 -0.01
H -1.95188 4.54597 -1.11167 0.03

***

(5)
38
Properties=species:S:1:pos:R:3:lowdin_charge:R:1 method="wB97M-V/def2-TZVPD" homo_ev=-9.3 total_energy_ev=-34291.9183 smiles="CCCCCC[C@@H]1OS(=O)(=O)O[C@H]1c1cccnc1" relative_energy_kj_mol=1367.2 total_charge=0
C 5.17448 -0.69951 1.58070 -0.16
C 5.27794 -0.86803 -0.04786 -0.26
C 3.95517 -0.37664 -0.88258 -0.22
C 3.13333 0.87415 -0.20734 -0.21
C 1.71662 0.40460 0.50332 -0.20
C 0.41727 1.29522 0.00984 -0.14
C -0.90609 0.30198 0.05160 -0.26
O -0.76302 -0.62370 -1.11237 -0.25
S -1.64648 0.06291 -2.43696 0.88
O -0.54134 0.62443 -3.36438 -0.32
O -2.52655 -0.98337 -3.19195 -0.31
O -2.42332 1.32153 -1.57117 -0.23
C -2.32424 1.11766 -0.10909 -0.22
C -3.73962 0.33612 0.29141 -0.06
C -3.82216 -1.28797 -0.04295 0.04
C -5.32039 -1.89976 0.38237 -0.03
C -6.36321 -0.82370 1.02047 -0.12
N -6.21402 0.62508 1.33795 -0.03
C -4.90228 1.23843 0.98189 -0.05
H 5.61272 -1.70284 2.05299 0.08
H 5.88976 0.16785 1.90655 0.07
H 4.07547 -0.56641 1.99047 0.07
H 5.43890 -2.01954 -0.31353 0.11
H 6.23503 -0.24331 -0.38500 0.11
H 3.23513 -1.29350 -1.13372 0.12
H 4.34903 0.00819 -1.93748 0.11
H 2.84320 1.60879 -1.10027 0.11
H 3.74330 1.48400 0.59217 0.11
H 1.84131 0.58248 1.66469 0.11
H 1.44807 -0.72126 0.27780 0.11
H 0.58944 1.78702 -1.05888 0.13
H 0.20238 2.19116 0.75067 0.13
H -0.74345 -0.26694 1.06609 0.17
H -2.21230 2.20127 0.32008 0.17
H -2.97188 -1.91873 -0.53985 0.10
H -5.58251 -3.04502 0.18508 0.10
H -7.43325 -1.28599 1.28856 0.11
H -4.74245 2.39333 1.18068 0.12